Density functional theory data (ωB97M-V/def2-TZVPD) for one molecule with the formula C4H3NO2 in a non-equilibrium geometry.

Last columns: bonded neighbours and bond lengths (Å).
Cartesian coordinates (Å):
1 C 2.922 -0.580 0.065  C2 1.194, H8 1.099
2 C 1.946 0.098 -0.056  C1 1.194, C3 1.490
3 C 0.696 0.909 -0.048  C2 1.490, O4 1.228, O5 1.382
4 O 0.764 2.134 -0.007  C3 1.228
5 O -0.313 0.001 0.210  C3 1.382, N6 1.434
6 N -1.603 0.625 0.157  O5 1.434, C7 1.283
7 C -2.432 -0.310 -0.134  N6 1.283, H9 1.138, H10 1.093
8 H 3.662 -1.390 -0.003  C1 1.099
9 H -2.150 -1.410 -0.198  C7 1.138
10 H -3.490 -0.078 0.015  C7 1.093

Computed properties:
- SMILES = C#CC(=O)ON=C
- E_tot (eV) = -9777.058
- multiplicity = 1